(1)
The following is a DFT calculation (wB97M-V/def2-TZVPD) of 2 unconnected molecules or ions with the total composition H2 at a distorted geometry.

XYZ file:
```
2
Properties=species:S:1:pos:R:3
H 0.000 0.000 0.919
H 0.000 0.000 -0.919
```

- Relative energy (zero: lowest compared OMol25 entry of this formula, charge and spin): 433.34 kJ/mol
- HOMO: -10.7 eV
- Frontier orbital gap: 8.949 eV

The molecule's Löwdin atomic charges, reported in e, are given here:
1. H 0.000
2. H 0.000

(2)
The following is a DFT calculation (wB97M-V/def2-TZVPD) of a single C5H6O2 molecule.

XYZ file:
```
13
Properties=species:S:1:pos:R:3
C -1.389 -2.498 0.833
C -1.224 -1.375 0.426
C -0.950 0.011 0.054
O -1.820 0.776 -0.297
C 0.515 0.444 0.193
C 1.085 0.766 -1.180
O 0.606 1.618 0.971
H -1.539 -3.492 1.195
H 1.078 -0.381 0.657
H 2.151 0.997 -1.096
H 0.561 1.640 -1.577
H 0.960 -0.073 -1.873
H -0.034 1.566 1.692
```

- Relative energy (zero: lowest compared OMol25 entry of this formula, charge and spin): 232.57 kJ/mol
- HOMO: -10.3 eV
- Frontier orbital gap: 10.254 eV

Results of the Löwdin charge analysis, in e, for atoms 1 through 2:
1. C 0.156
2. C -0.023

(3)
The following is a DFT calculation (wB97M-V/def2-TZVPD) of a single C9H10O2S2 molecule at a distorted geometry.

XYZ file:
```
23
Properties=species:S:1:pos:R:3
O -0.200 -2.411 -1.040
C 0.292 -1.389 -1.533
C 0.544 -0.085 -0.662
C 1.189 0.885 -1.524
C 0.775 1.399 -2.693
C 1.713 2.372 -3.105
C 2.634 2.391 -2.076
O 2.291 1.528 -1.134
S -1.199 0.489 -0.453
C -1.954 -0.631 0.876
C -1.059 -0.780 2.055
C 0.245 -1.485 1.761
S 1.440 -0.416 0.879
H 0.727 -1.274 -2.675
H -0.206 1.238 -3.316
H 1.818 3.055 -3.885
H 3.566 2.837 -2.052
H -2.043 -1.606 0.470
H -2.856 -0.249 0.950
H -0.821 0.260 2.357
H -1.629 -1.376 2.739
H 0.725 -1.888 2.666
H 0.011 -2.310 1.081
```

- Relative energy (zero: lowest compared OMol25 entry of this formula, charge and spin): 299.85 kJ/mol
- HOMO: -8.6 eV
- Frontier orbital gap: 9.238 eV

Results of the Löwdin charge analysis, in e, for atoms 1 through 2:
1. O -0.015
2. C -0.233

(4)
The following is a DFT calculation (wB97M-V/def2-TZVPD) of 2 unconnected molecules or ions with the total composition CHF3O2P at a distorted geometry.

XYZ file:
```
8
Properties=species:S:1:pos:R:3
C -0.563 0.308 0.506
O 1.531 1.055 -1.048
O -0.534 -0.208 -1.895
F 0.187 -1.185 2.303
F -1.808 -0.072 0.598
F -0.436 1.486 1.002
P 0.578 -0.058 -0.922
H 1.045 -1.326 -0.545
```

- Relative energy (zero: lowest compared OMol25 entry of this formula, charge and spin): 406.49 kJ/mol
- Total charge: -1
- HOMO (spin up / spin down): -6.0 / -6.0 eV
- Frontier orbital gap (spin up / spin down): 8.842 / 8.844 eV

Results of the Löwdin charge analysis, in e, for atoms 1 through 2:
1. C -0.302
2. O -0.372

(5)
The following is a DFT calculation (wB97M-V/def2-TZVPD) of a molecular structure, C10H5BiClNO5 at a distorted geometry.

XYZ file:
```
23
Properties=species:S:1:pos:R:3
O -1.154 3.139 -5.901
C -1.100 2.586 -4.903
Bi -1.031 1.267 -1.948
C -1.225 1.461 0.865
O -1.356 1.643 1.984
C -1.130 -1.102 -1.293
O -1.170 -2.176 -1.707
C 1.266 1.093 -1.746
O 2.306 0.615 -1.914
C -3.854 0.891 -1.704
O -4.966 0.654 -1.582
H -1.276 0.405 -3.489
Cl 3.839 0.475 2.707
C 2.365 -0.317 2.338
C 1.955 -1.501 2.948
C 0.737 -2.067 2.568
C -0.010 -1.438 1.568
N 0.446 -0.362 0.960
C 1.544 0.265 1.352
H 2.599 -1.935 3.698
H 0.358 -2.983 2.989
H -0.991 -1.836 1.288
H 1.849 1.222 0.920
```

- Relative energy (zero: lowest compared OMol25 entry of this formula, charge and spin): 4.61 kJ/mol
- Total charge: +2
- HOMO: -15.5 eV
- Frontier orbital gap: 5.195 eV

Results of the Löwdin charge analysis, in e, for atoms 1 through 2:
1. O 0.114
2. C -0.015

(6)
The following is a DFT calculation (wB97M-V/def2-TZVPD) of a single C5H4F3NO2 molecule at a distorted geometry.

XYZ file:
```
15
Properties=species:S:1:pos:R:3
C -1.490 0.315 0.707
C 2.265 -0.038 1.217
C 0.413 -1.224 0.214
C -2.699 0.529 0.004
C 2.552 0.675 -0.126
N -0.954 -0.823 0.194
O 0.796 -2.036 -0.585
O 1.297 -0.755 1.255
F 3.418 -0.001 -0.926
F 1.461 0.942 -0.855
F 3.066 1.879 0.078
H -2.151 0.944 -0.937
H -3.306 1.430 0.461
H -3.220 -0.379 -0.336
H -1.449 -1.458 -0.364
```

- Relative energy (zero: lowest compared OMol25 entry of this formula, charge and spin): 496.75 kJ/mol
- HOMO: -9.3 eV
- Frontier orbital gap: 9.009 eV

Results of the Löwdin charge analysis, in e, for atoms 1 through 2:
1. C -0.076
2. C 0.068

(7)
The following is a DFT calculation (wB97M-V/def2-TZVPD) of 6 unconnected molecules or ions with the total composition C22H44BrCl2NO17P at a distorted geometry.

XYZ file:
```
88
Properties=species:S:1:pos:R:3
O -1.381 -3.727 -4.159
C -1.444 -3.368 -2.952
Br -3.262 -2.961 -2.244
C -0.089 -3.296 -2.098
N 0.012 -4.321 -0.984
Cl -0.608 -5.846 -1.523
P -0.878 -3.651 0.445
O 0.351 -2.919 1.433
Cl -1.770 -5.160 1.603
H -0.036 -2.258 -1.602
H 0.801 -3.451 -2.811
H 1.032 -4.456 -0.806
H 0.902 -2.422 0.766
C 6.223 0.484 -2.497
C 5.462 0.821 -3.766
O 5.325 -0.338 -4.601
C 4.360 -1.196 -4.245
O 3.608 -1.075 -3.304
O 4.389 -2.236 -5.098
C 3.462 -3.264 -4.773
H 7.177 0.009 -2.737
H 6.412 1.385 -1.910
H 5.664 -0.221 -1.877
H 6.025 1.559 -4.341
H 4.486 1.260 -3.546
H 2.452 -2.864 -4.657
H 3.781 -3.777 -3.862
H 3.455 -3.984 -5.592
C 6.230 0.843 3.420
C 4.902 1.082 2.726
O 4.396 -0.134 2.156
C 3.800 -0.973 3.018
O 3.652 -0.791 4.201
O 3.420 -2.072 2.337
C 2.845 -3.089 3.156
H 6.936 0.358 2.741
H 6.660 1.785 3.766
H 6.112 0.181 4.281
H 5.045 1.781 1.898
H 4.169 1.530 3.403
H 2.030 -2.694 3.764
H 3.614 -3.538 3.788
H 2.442 -3.860 2.499
C 1.756 3.413 -5.061
C 2.251 3.400 -3.627
O 2.919 4.626 -3.308
C 2.115 5.667 -3.028
O 0.907 5.648 -3.016
O 2.888 6.739 -2.791
C 2.155 7.942 -2.561
H 2.572 3.651 -5.747
H 1.335 2.441 -5.333
H 0.986 4.174 -5.206
H 2.985 2.601 -3.503
H 1.439 3.203 -2.921
H 1.407 7.808 -1.777
H 1.684 8.273 -3.490
H 2.860 8.708 -2.238
C -5.371 -0.014 5.127
C -4.160 0.889 4.986
O -2.959 0.196 5.354
C -2.459 -0.628 4.424
O -2.921 -0.827 3.323
O -1.368 -1.225 4.933
C -0.797 -2.196 4.065
H -5.413 -0.446 6.130
H -6.292 0.543 4.942
H -5.326 -0.848 4.422
H -4.256 1.735 5.669
H -4.078 1.299 3.975
H -0.607 -1.780 3.076
H -1.455 -3.067 3.997
H 0.153 -2.514 4.494
C -9.846 -0.473 -0.100
C -9.428 0.393 1.074
O -8.167 -0.038 1.604
C -7.084 0.361 0.917
O -7.084 1.042 -0.080
O -5.996 -0.155 1.517
C -4.774 0.124 0.837
H -9.833 -1.530 0.179
H -10.850 -0.206 -0.438
H -9.157 -0.357 -0.940
H -10.158 0.291 1.880
H -9.394 1.452 0.802
H -4.657 1.193 0.650
H -4.734 -0.438 -0.100
H -3.952 -0.206 1.474
```

- Total charge: +1
- HOMO: -12.4 eV
- Frontier orbital gap: 7.150 eV

Results of the Löwdin charge analysis, in e, for atoms 1 through 2:
1. O 0.002
2. C -0.724

(8)
The following is a DFT calculation (wB97M-V/def2-TZVPD) of a single C4H7N3 molecule.

XYZ file:
```
14
Properties=species:S:1:pos:R:3
C -0.994 -1.678 1.359
N -1.255 -0.421 0.664
C -0.244 0.264 -0.098
N -1.055 -0.391 -0.858
N 0.976 0.959 -2.289
C 1.476 1.392 -1.188
C 0.850 1.046 0.070
H -0.068 -2.088 0.957
H -0.888 -1.499 2.433
H -1.814 -2.375 1.168
H -2.065 0.109 0.972
H 1.511 1.280 -3.091
H 2.371 2.028 -1.140
H 1.199 1.374 1.040
```

- Relative energy (zero: lowest compared OMol25 entry of this formula, charge and spin): 356.12 kJ/mol
- HOMO: -7.6 eV
- Frontier orbital gap: 8.336 eV

Results of the Löwdin charge analysis, in e, for atoms 1 through 2:
1. C -0.028
2. N -0.094

(9)
The following is a DFT calculation (wB97M-V/def2-TZVPD) of a molecular structure, C29H40BaF5N8O3S2Si at a distorted geometry.

XYZ file:
```
89
Properties=species:S:1:pos:R:3
Ba -0.123 0.192 0.030
N 2.241 2.521 -3.358
C 1.053 2.132 -2.887
N 1.242 1.133 -2.045
C 2.596 0.971 -2.034
N 3.242 1.794 -2.828
C 3.273 -0.020 -1.191
C 4.635 -0.289 -1.327
N 5.250 -1.182 -0.566
C 4.504 -1.815 0.337
C 3.150 -1.558 0.483
N 2.537 -0.657 -0.280
H 2.433 3.264 -4.008
H 0.096 2.586 -3.145
H 5.221 0.236 -2.070
H 4.995 -2.551 0.962
H 2.547 -2.087 1.215
C 1.503 0.519 3.669
C 0.498 -0.599 3.918
C 1.077 -1.609 4.903
C -0.814 -0.034 4.447
O 0.252 -1.201 2.629
Si -0.204 -2.760 2.240
S -0.733 -2.800 0.266
O -1.334 -3.278 3.328
C -2.755 -3.445 3.265
C -3.082 -4.687 2.441
C -3.431 -2.214 2.669
C -3.200 -3.640 4.711
O 1.176 -3.597 2.610
C 1.427 -4.994 2.742
C 0.673 -5.803 1.691
C 2.931 -5.159 2.544
C 1.029 -5.435 4.149
H 1.765 1.016 4.605
H 1.092 1.268 2.988
H 2.414 0.107 3.229
H 1.280 -1.111 5.853
H 2.005 -2.031 4.518
H 0.374 -2.424 5.080
H -0.640 0.527 5.368
H -1.509 -0.846 4.662
H -1.262 0.640 3.716
H -2.707 -4.566 1.424
H -4.162 -4.846 2.406
H -2.618 -5.567 2.891
H -3.111 -2.072 1.637
H -3.179 -1.321 3.243
H -4.516 -2.339 2.687
H -2.687 -4.499 5.148
H -4.277 -3.811 4.763
H -2.957 -2.755 5.302
H 0.877 -5.414 0.694
H -0.404 -5.745 1.857
H 0.976 -6.852 1.740
H 3.206 -4.874 1.526
H 3.235 -6.195 2.709
H 3.468 -4.518 3.245
H -0.023 -5.208 4.322
H 1.624 -4.901 4.892
H 1.189 -6.508 4.276
C -3.913 -1.160 -5.100
C -2.943 -0.015 -5.179
C -2.051 0.112 -6.239
C -1.170 1.178 -6.160
N -1.165 2.056 -5.172
C -2.096 1.892 -4.190
S -2.124 3.008 -2.892
N -2.967 0.849 -4.175
H -4.015 -1.667 -6.060
H -4.886 -0.797 -4.772
H -3.567 -1.885 -4.361
H -2.033 -0.587 -7.063
H -0.423 1.331 -6.937
N -2.785 0.522 -0.813
H -3.394 0.964 -0.130
H -3.237 -0.345 -1.086
H -2.805 1.146 -1.629
F -2.032 2.432 2.129
C -0.977 3.261 1.822
C 0.076 2.759 1.101
C 1.065 3.677 0.846
F 2.178 3.297 0.139
C 1.040 4.998 1.261
F 2.038 5.858 0.983
C -0.050 5.440 1.990
F -0.109 6.713 2.414
C -1.080 4.562 2.280
F -2.137 4.996 2.990
```

- Total charge: -1
- HOMO: -4.8 eV
- Frontier orbital gap: 6.589 eV

Results of the Löwdin charge analysis, in e, for atoms 1 through 2:
1. Ba 1.645
2. N 0.049